Arrangement 1

DFT (ωB97M-V with the def2-TZVPD basis set) results for 2 unconnected molecules or ions with the total composition C4H8NO.

Structure (XYZ):
```
14
Properties=species:S:1:pos:R:3
C 2.34 0.55 0.40
C 2.06 -0.73 0.27
C 1.10 0.25 -0.31
C -1.43 -0.41 -0.17
N -0.28 0.50 0.34
O -2.55 0.16 0.35
H 2.82 1.25 1.00
H 2.07 -1.75 0.71
H 0.82 0.45 -1.85
H -1.36 -0.47 -1.28
H -1.17 -1.36 0.19
H -0.56 1.46 0.22
H -0.18 0.24 1.31
H -3.22 0.54 -0.28
```

## Properties
- Charge: +1
- HOMO-LUMO gap: 11.18 eV

natural (NBO) atomic charges, in units of e: -0.140, -0.142, -0.083, 0.125, -0.554, -0.701, 0.257, 0.275, 0.179, 0.205, 0.188, 0.441, 0.427, 0.524

Arrangement 2

DFT (ωB97M-V with the def2-TZVPD basis set) results for 2 unconnected molecules or ions with the total composition C4H8NO.

Structure (XYZ):
```
14
Properties=species:S:1:pos:R:3
C -1.56 1.02 -0.16
C 2.72 0.53 0.45
C 1.93 0.22 -0.76
C -1.27 -1.31 0.24
N -0.83 0.01 -0.08
O 2.43 -0.80 -0.25
H -2.55 1.14 0.23
H -1.37 2.02 -0.47
H 3.79 0.98 0.49
H 2.38 0.73 1.43
H 1.21 0.22 -1.52
H -0.87 -1.93 -0.71
H -2.33 -1.19 0.53
H -0.75 -1.75 0.98
```

## Properties
- Charge: +1
- HOMO-LUMO gap: 7.71 eV

natural (NBO) atomic charges, in units of e: -0.022, -0.126, 0.493, -0.425, -0.448, -0.267, 0.160, 0.185, 0.271, 0.256, 0.282, 0.220, 0.211, 0.209

The structure with the greatest stability is arrangement 1.

Arrangement 1

DFT (ωB97M-V with the def2-TZVPD basis set) results for 2 unconnected molecules or ions with the total composition C4H8NO.

Structure (XYZ):
```
14
Properties=species:S:1:pos:R:3
C 1.30 0.21 -0.58
C 0.96 0.21 0.79
C -0.28 1.87 1.23
C -0.70 -1.48 -0.62
N 0.38 -0.61 -0.21
O -1.05 -1.18 -1.91
H 1.69 0.56 -1.46
H 1.44 -0.20 1.59
H 0.25 2.37 2.06
H -1.02 1.23 1.65
H -0.32 2.27 0.26
H -0.39 -2.47 -0.33
H -1.49 -0.98 0.04
H -0.78 -1.80 -2.51
```

## Properties
- Charge: +1
- HOMO-LUMO gap: 8.96 eV

natural (NBO) atomic charges, in units of e: 0.281, -0.044, -0.515, 0.087, -0.228, -0.656, 0.258, 0.217, 0.237, 0.213, 0.207, 0.230, 0.218, 0.494

Arrangement 2

DFT (ωB97M-V with the def2-TZVPD basis set) results for a gas-phase ion, C4H8NO (charge +1).

Structure (XYZ):
```
14
Properties=species:S:1:pos:R:3
C -0.87 0.24 -0.30
C 0.22 -0.30 -1.22
C -0.27 0.75 0.98
C 1.26 -1.03 -0.36
N -0.86 0.61 2.06
O 2.38 -1.43 -0.92
H -1.45 0.93 -0.74
H -1.61 -0.52 -0.09
H -0.40 -0.92 -1.78
H 0.70 0.51 -1.71
H 0.61 1.28 0.79
H -0.60 1.12 2.96
H -1.74 0.07 2.26
H 2.65 -1.31 -1.93
```

## Properties
- Charge: +1
- HOMO-LUMO gap: 8.10 eV

natural (NBO) atomic charges, in units of e: -0.458, -0.581, 0.336, 0.320, -0.608, -0.621, 0.260, 0.229, 0.269, 0.235, 0.234, 0.445, 0.447, 0.492

Arrangement 3

DFT (ωB97M-V with the def2-TZVPD basis set) results for a gas-phase ion, C4H8NO (charge +1).

Structure (XYZ):
```
14
Properties=species:S:1:pos:R:3
C 0.79 0.09 0.73
C -1.47 -0.77 0.98
C -0.51 -0.12 0.08
C -0.81 0.41 -1.26
N 1.75 0.76 -0.04
O -1.89 -0.67 2.07
H 0.69 0.33 1.87
H 1.09 -1.03 0.75
H -1.51 -1.85 0.43
H -1.84 0.54 -1.44
H -0.52 -0.25 -2.08
H -0.19 1.25 -1.37
H 1.77 0.28 -0.95
H 2.64 1.03 0.25
```

## Properties
- Charge: +1
- HOMO-LUMO gap (alpha / beta): 7.55 / 7.55 eV

natural (NBO) atomic charges, in units of e: -0.337, 0.361, 0.386, -0.734, -0.808, -0.351, 0.317, 0.310, 0.154, 0.285, 0.318, 0.300, 0.374, 0.422

Arrangement 4

DFT (ωB97M-V with the def2-TZVPD basis set) results for a gas-phase ion, C4H8NO (charge +1).

Structure (XYZ):
```
14
Properties=species:S:1:pos:R:3
C 0.24 0.73 -0.10
C -0.76 1.85 0.13
C 1.21 -1.58 0.08
C 0.05 -0.64 0.25
N -1.09 -1.01 -0.77
O -2.01 -0.37 -1.04
H 1.12 0.92 -0.61
H -0.86 2.12 1.22
H -1.72 1.63 -0.38
H -0.43 2.77 -0.27
H 1.82 -1.52 1.00
H 0.97 -2.73 0.03
H 1.86 -1.25 -0.77
H -0.40 -0.91 1.24
```

## Properties
- Charge: +1
- HOMO-LUMO gap (alpha / beta): 8.29 / 7.85 eV

natural (NBO) atomic charges, in units of e: 0.246, -0.730, -0.644, -0.293, 0.342, -0.077, 0.216, 0.298, 0.285, 0.263, 0.261, 0.277, 0.237, 0.319

The structure with the greatest stability is arrangement 2.